Below is ArH26O13 as an isolated structure, with properties calculated with ωB97M-V with the def2-TZVPD basis set.

Properties
HOMO energy: -10.5 eV
Kohn-Sham gap: 10.4 eV
E_LUMO: -0.035 eV
Relative energy (zero: lowest compared OMol25 entry of this formula, charge and spin): 39.4 kJ/mol

Element x y z (Å)
Ar 0.61586 0.10699 -0.11442
O -3.35406 -1.62383 0.15103
H -4.07211 -2.12970 0.53148
H -2.56531 -1.98519 0.55541
O 1.56210 1.22154 -2.85496
H 1.45017 1.85233 -2.14375
H 2.25443 0.63551 -2.54921
O -0.65781 3.75957 1.33578
H -0.42091 3.36217 0.49783
H -1.23867 3.12059 1.74875
O -0.95118 -2.67124 1.34153
H -1.04350 -3.51394 1.78601
H -0.49813 -2.11434 1.97464
O 2.38399 -3.57814 1.36747
H 2.21890 -3.49554 0.42823
H 2.42000 -4.52198 1.52271
O 3.22943 -0.95535 -1.82672
H 2.86310 -1.80231 -1.57241
H 3.98273 -1.17460 -2.37508
O -2.03764 1.40622 2.21111
H -2.42612 1.29176 1.34381
H -2.78584 1.43341 2.80752
O -0.48740 -0.50495 3.33671
H 0.42748 -0.24935 3.45455
H -0.89265 0.24644 2.90380
O -2.96386 1.08139 -0.19473
H -3.05855 0.12973 -0.15480
H -2.27781 1.22718 -0.84612
O -0.65499 -3.34704 -1.56824
H -1.36816 -3.96272 -1.73724
H -0.71151 -3.16599 -0.63002
O 0.80008 3.40632 -1.12520
H 1.64725 3.42104 -0.67987
H 0.86194 4.10025 -1.78162
O 3.92408 0.39140 0.51837
H 3.83191 -0.06668 -0.31704
H 3.60782 1.27753 0.34235
O -1.44600 2.15645 -2.56091
H -1.67237 3.07774 -2.68832
H -0.49667 2.15732 -2.43843

Atoms 1-2, force components in eV/Å:
Ar -0.141 -0.074 0.167
O -0.378 0.070 -0.305

---

Below is C41H52HfN8O2Si4Te as an isolated structure, with properties calculated with ωB97M-V with the def2-TZVPD basis set.

Properties
HOMO energy: -12.6 eV
Kohn-Sham gap: 6.4 eV
E_LUMO: -6.219 eV
Relative energy (zero: lowest compared OMol25 entry of this formula, charge and spin): 0.0 kJ/mol
Total charge: +2

Element x y z (Å)
Hf 0.38309 -0.10353 0.14875
O -4.31741 -3.76641 -3.50114
C -3.71493 -2.73543 -3.28560
O -3.46873 -1.71826 -4.02244
C -3.03852 -2.53493 -1.93300
C -1.87385 -3.23712 -1.63824
C -0.99511 -2.69331 -0.72776
N -1.28616 -1.56271 -0.05595
C -2.52969 -1.04656 -0.14817
C -3.43166 -1.50595 -1.07521
C -2.74075 0.15387 0.68953
C -3.99272 0.62575 1.04958
C -4.06855 1.76375 1.83360
C -2.89598 2.39788 2.22363
C -1.68766 1.87359 1.81431
N -1.60913 0.77377 1.04962
C 0.37691 -3.18956 -0.49182
C 0.74829 -4.50489 -0.68701
C 2.05796 -4.87222 -0.41884
C 2.94898 -3.91317 0.03407
C 2.50025 -2.61966 0.21375
N 1.23801 -2.25856 -0.04211
H -1.60176 -4.09720 -2.23717
H -4.37314 -0.99715 -1.24221
H -4.88514 0.09384 0.74978
H -5.03105 2.14712 2.14613
H -2.91300 3.28040 2.84888
H -0.74542 2.31514 2.11436
H 0.02317 -5.23210 -1.02573
H 2.37476 -5.89830 -0.55549
H 3.97792 -4.15695 0.25967
H 3.15796 -1.84484 0.58508
C 0.53517 2.58439 -1.90907
N -0.54481 1.84030 -1.22832
C -1.45966 1.20555 -2.20771
C -0.75910 -0.02130 -2.69455
N 0.43747 -0.34807 -2.18742
C 0.87194 -1.41523 -2.99277
C 2.08616 -2.10063 -3.02785
C 2.19531 -3.13929 -3.92937
C 1.13289 -3.49420 -4.78133
C -0.05469 -2.79094 -4.78734
C -0.14596 -1.73017 -3.89030
N -1.16886 -0.81136 -3.67826
C 1.79179 2.46910 -1.11920
N 2.01698 1.48379 -0.26862
C 3.33952 1.67329 0.18724
C 4.13359 0.92963 1.05709
C 5.42090 1.37169 1.28320
C 5.92296 2.52967 0.67015
C 5.14811 3.27677 -0.19313
C 3.85804 2.81362 -0.41873
N 2.83518 3.29658 -1.23322
H 0.71141 2.13442 -2.88578
H 0.26487 3.62856 -2.07343
H -1.08040 2.49067 -0.66703
H -2.40750 0.97398 -1.72582
H -1.68616 1.86083 -3.05201
H 2.91737 -1.81868 -2.39526
H 3.12602 -3.68835 -3.99712
H 1.26358 -4.31873 -5.47036
H -0.86835 -3.03581 -5.45834
H -2.21068 -1.04397 -3.91473
H 3.74275 0.06269 1.56586
H 6.05683 0.81559 1.96099
H 6.93811 2.84155 0.87802
H 5.52962 4.16869 -0.67279
H 2.87305 4.11246 -1.82269
C 3.83772 -2.57517 6.84380
Si 3.42959 -2.13458 5.07674
C 2.79513 -3.62272 4.13527
C 4.93914 -1.45520 4.20084
Si 1.75031 -0.48770 5.13864
Te 0.99222 -0.32434 2.71076
Si -0.29947 -1.17979 6.08700
C -0.66521 -2.92319 5.52216
C -1.66317 -0.03542 5.50379
C -0.11344 -1.09775 7.94308
Si 2.37595 1.71496 5.66533
C 3.08514 1.65618 7.39255
C 0.84866 2.79576 5.59414
C 3.63941 2.34528 4.44073
H 4.61290 -3.34664 6.86616
H 2.96657 -2.96708 7.37515
H 4.21256 -1.71293 7.40121
H 3.61859 -4.31972 3.94970
H 2.36540 -3.33305 3.17143
H 2.02588 -4.15882 4.69497
H 5.74338 -2.19688 4.22481
H 5.31218 -0.54386 4.67482
H 4.72355 -1.23138 3.15222
H -0.60425 -3.01799 4.43412
H -1.67565 -3.20804 5.82976
H 0.02875 -3.64087 5.96630
H -1.69888 0.01383 4.41076
H -1.53808 0.97899 5.88957
H -2.62790 -0.41322 5.85592
H 0.70554 -1.72898 8.29763
H -1.03103 -1.44522 8.42685
H 0.07353 -0.07688 8.28662
H 2.37844 1.23969 8.11485
H 3.34120 2.66681 7.72427
H 3.99851 1.05624 7.43020
H 0.19124 2.62194 6.44946
H 0.27353 2.61359 4.68089
H 1.14119 3.84975 5.60820
H 4.54308 1.73163 4.42315
H 3.93151 3.36308 4.71739
H 3.23072 2.37484 3.42541

Atoms 1-2, force components in eV/Å:
Hf 0.295 0.796 0.204
O 0.140 0.325 -0.008

---

Below is a 2-piece molecular cluster, C3H8NP overall, with properties calculated with ωB97M-V with the def2-TZVPD basis set.

Properties
HOMO energy (alpha / beta): -8.3 / -8.3 eV
Kohn-Sham gap (alpha / beta): 8.8 / 8.8 eV
E_LUMO (alpha / beta): 0.483 / 0.483 eV
Relative energy (zero: lowest compared OMol25 entry of this formula, charge and spin): 297.5 kJ/mol

Element x y z (Å)
C -0.43966 1.62208 0.31274
C 0.62305 1.02129 -0.58509
C -0.65610 0.34821 -0.37473
N -0.68669 -1.40789 0.86326
P 0.47225 -2.47440 0.40073
H -0.24289 1.63329 1.37399
H -1.01443 2.47747 -0.02009
H 0.81206 1.44424 -1.56333
H 1.51175 0.63137 -0.10735
H -1.41102 0.08241 -1.08389
H -0.48342 -0.97051 1.75673
H -0.02412 -2.72395 -0.88330
H 1.53921 -1.68362 -0.08967

Atoms 1-2, force components in eV/Å:
C -0.285 0.298 0.023
C 0.248 -0.151 -0.150

---

Below is C7H10N2O2 as an isolated structure, with properties calculated with ωB97M-V with the def2-TZVPD basis set.

Properties
HOMO energy: -8.3 eV
Kohn-Sham gap: 8.7 eV
E_LUMO: 0.413 eV
Relative energy (zero: lowest compared OMol25 entry of this formula, charge and spin): 257.2 kJ/mol

Element x y z (Å)
C -1.81926 1.58701 -0.33242
C -0.44896 1.23631 -0.36407
C -2.83606 0.72036 0.00677
C -1.38407 -1.34395 0.15917
C 1.69723 -0.86479 1.30073
C 2.27737 0.40548 -0.88823
C 1.24641 -0.54072 -0.16431
N -2.47655 -0.67628 0.33367
N 0.00270 0.01447 -0.11325
O -0.99154 -2.42499 0.33802
O -4.07303 0.88631 -0.02395
H -2.15578 2.58033 -0.58902
H 0.18696 1.96809 -0.93920
H 1.74344 0.15485 1.84607
H 0.93103 -1.60132 1.70277
H 2.65887 -1.41029 1.37464
H 2.90292 0.97076 -0.11964
H 1.84196 1.21529 -1.60893
H 2.89027 -0.09430 -1.57311
H 1.18680 -1.62686 -0.70739
H -3.38069 -1.15577 0.36169

Atoms 1-2, force components in eV/Å:
C 1.850 0.586 0.299
C -0.998 -0.150 -1.728

---

Below is C3H10N2O as an isolated structure, with properties calculated with ωB97M-V with the def2-TZVPD basis set.

Properties
HOMO energy: -7.3 eV
Kohn-Sham gap: 8.3 eV
E_LUMO: 0.947 eV
Relative energy (zero: lowest compared OMol25 entry of this formula, charge and spin): 445.3 kJ/mol

Element x y z (Å)
C 0.65317 0.56399 1.03101
C 0.08087 -0.19008 -0.66167
C -0.97799 -0.82295 0.05103
N 0.88262 1.95165 0.71426
N -1.43782 -1.51658 -1.56975
O 1.85362 -0.07959 1.33974
H 2.49299 0.17307 0.66050
H 0.03690 0.42433 1.92676
H 0.05751 2.38812 0.32399
H 1.17399 2.48475 1.52901
H -1.02325 -2.38171 -1.90735
H -2.02237 -0.98416 -2.20945
H -0.14894 0.67551 -1.27061
H 0.93717 -0.78266 -0.95946
H -0.73001 -1.68557 0.65716
H -1.82846 -0.21812 0.34484

Atoms 1-2, force components in eV/Å:
C 0.950 0.043 -2.834
C 2.083 3.103 5.423

---

Below is one molecule with the formula C6H12, with properties calculated with ωB97M-V with the def2-TZVPD basis set.

Properties
HOMO energy: -9.4 eV
SMILES: CC1(C)CCC1
Kohn-Sham gap: 10.4 eV
E_LUMO: 1.008 eV
Relative energy (zero: lowest compared OMol25 entry of this formula, charge and spin): 293.2 kJ/mol

Element x y z (Å)
C -0.06276 1.65231 0.45468
C 0.19157 0.28742 -0.17193
C 1.14652 0.43797 -1.37785
C 0.50096 -0.91409 0.86339
C -0.91955 -1.35371 0.82241
C -1.14695 -0.50727 -0.51073
H -0.51594 2.35477 -0.25963
H -0.73264 1.55672 1.31404
H 0.87845 2.09522 0.80261
H 0.72779 1.10829 -2.14878
H 1.34637 -0.52149 -1.87129
H 2.11048 0.87017 -1.07953
H 1.16793 -1.60703 0.34104
H 0.66718 -1.26491 1.93277
H -1.54835 -0.92242 1.60630
H -0.68736 -2.35903 1.31357
H -2.05289 0.13249 -0.57142
H -1.07080 -1.04540 -1.45965

Atoms 1-2, force components in eV/Å:
C -0.050 -0.044 0.142
C 0.029 -0.121 0.300

---

> Among the records above, which one has the lowest relative energy (zero: lowest compared OMol25 entry of this formula, charge and spin)?

C41H52HfN8O2Si4Te